# 1
Molecular formula: C3H6BrNO3
Method: DFT, the ωB97M-V functional and the def2-TZVPD basis

The geometry in XYZ format:
```
14
Properties=species:S:1:pos:R:3:nbo_charge:R:1
C -0.23576 0.27981 -1.41494 -0.70
C -0.78280 0.40018 -0.08380 0.18
Br -2.50200 -0.86199 0.39420 -0.07
C 0.17988 0.10676 1.10035 -0.12
O 0.69849 -1.11970 1.00312 -0.70
N -1.42523 1.67722 0.11845 0.45
O -1.59292 2.39697 -0.86256 -0.35
O -1.75702 1.99827 1.25152 -0.35
H -1.11577 0.26824 -2.19993 0.26
H 0.29755 -0.70923 -1.63420 0.26
H 0.52447 1.04631 -1.46220 0.26
H 1.16662 0.77365 1.17172 0.21
H -0.31726 0.40904 2.07543 0.21
H 0.02188 -1.80523 0.90312 0.48
```

- HOMO-LUMO gap: 9.5 eV
- ΔE to the lowest compared entry with this formula, charge and spin: 28.0 kcal per mole
- LUMO energy: -1.376 eV
- SMILES: C[C@@](Br)(CO)[N+](=O)[O-]
- HOMO level: -10.89 eV

# 2
Molecular formula: C3H6CaO3
Method: DFT, the ωB97M-V functional and the def2-TZVPD basis

The geometry in XYZ format:
```
13
Properties=species:S:1:pos:R:3:nbo_charge:R:1
C 0.33297 0.91356 -1.37604 -0.34
C 0.05022 0.90279 -0.06224 0.03
O -0.94311 0.02942 0.39485 -0.61
C -1.24470 0.00892 1.67639 0.49
O -2.13880 -0.96685 1.73763 -0.81
Ca -2.61482 -1.77459 -0.37171 0.98
H 0.90095 1.76078 -1.75923 0.26
H -0.05485 0.12886 -2.02781 0.21
H 0.24343 1.72151 0.63042 0.23
H -2.44228 -1.14552 2.63877 0.56
H 2.35260 -0.14704 0.18616 0.46
O 2.88781 -0.27332 -0.67965 -0.93
H 2.67057 -1.15852 -0.98755 0.47
```

- 2S+1: 2
- Total charge: +1
- HOMO-LUMO gap (alpha / beta): 6.3 / 9.3 eV
- ΔE to the lowest compared entry with this formula, charge and spin: 82.9 kcal per mole
- LUMO energy (alpha / beta): -3.661 / -4.278 eV
- HOMO level (alpha / beta): -9.99 / -13.58 eV

# 3
Molecular formula: C3H6Cl2N2O
Method: DFT, the ωB97M-V functional and the def2-TZVPD basis

The geometry in XYZ format:
```
14
Properties=species:S:1:pos:R:3:nbo_charge:R:1
C -0.44241 1.07171 1.02304 0.58
C -1.70231 1.34488 0.17562 -0.68
C 1.47619 -1.11154 -0.90726 -0.51
N -0.27704 -0.22244 1.21494 -0.40
N 0.21734 -0.76285 -1.22705 -0.27
O 0.34585 1.95214 1.32634 -0.51
Cl 1.12048 -0.68269 2.00361 0.27
Cl -0.79180 -2.08154 -1.18150 0.17
H -2.09960 2.20092 0.50857 0.22
H -2.23528 0.47467 0.30055 0.22
H -1.47727 1.54775 -0.92881 0.24
H 1.76877 -1.26683 0.19781 0.23
H 2.00168 -2.09874 -1.34536 0.22
H 2.09540 -0.36545 -1.16050 0.22
```

- HOMO-LUMO gap (alpha / beta): 6.8 / 9.0 eV
- ΔE to the lowest compared entry with this formula, charge and spin: 122.4 kcal per mole
- LUMO energy (alpha / beta): -2.707 / -1.385 eV
- HOMO level (alpha / beta): -9.54 / -10.36 eV

# 4
Molecular formula: C3H6Cl2OP
Method: DFT, the ωB97M-V functional and the def2-TZVPD basis

The geometry in XYZ format:
```
13
Properties=species:S:1:pos:R:3:nbo_charge:R:1
C -1.53444 0.72996 -0.79902 -0.27
C -0.48557 0.35088 -0.05476 -0.26
C 0.50618 -0.75807 -0.24307 -0.80
O 2.20512 -0.36198 1.71221 -0.97
P 2.12040 -0.05977 0.19972 1.71
Cl 2.25922 1.94051 -0.00362 -0.12
Cl 3.78215 -0.86939 -0.62029 -0.11
H -2.15337 1.61207 -0.55360 0.23
H -1.80617 0.22820 -1.60591 0.19
H -0.31456 0.98876 0.80852 0.21
H 0.39369 -1.18702 -1.32688 0.32
H 0.51306 -1.53492 0.62282 0.31
H 2.83427 0.06487 2.28204 0.56
```

- Total charge: +1
- HOMO-LUMO gap: 9.7 eV
- ΔE to the lowest compared entry with this formula, charge and spin: 0.0 kcal per mole
- LUMO energy: -4.502 eV
- HOMO level: -14.24 eV

# 5
Molecular formula: C3H6Cl2P
Method: DFT, the ωB97M-V functional and the def2-TZVPD basis

The geometry in XYZ format:
```
12
Properties=species:S:1:pos:R:3:nbo_charge:R:1
C 0.91116 0.49185 2.26676 -0.14
C 0.77059 0.55023 0.70402 -0.65
C -0.23578 -0.79890 -1.83034 -0.95
P -0.70020 0.15348 -0.34207 1.37
Cl -1.43108 1.91072 -0.80948 -0.11
Cl -2.22505 -0.75475 0.50637 -0.10
H 1.90839 0.50322 2.72972 0.24
H 0.04786 0.46735 2.92743 0.22
H 1.66431 0.47473 0.04996 0.26
H -1.22712 -0.82217 -2.32323 0.28
H -0.05853 -1.89514 -1.57640 0.30
H 0.57546 -0.28061 -2.30273 0.28
```

- Total charge: +1
- HOMO-LUMO gap: 9.5 eV
- ΔE to the lowest compared entry with this formula, charge and spin: 20.1 kcal per mole
- LUMO energy: -4.989 eV
- HOMO level: -14.53 eV

# 6
Molecular formula: C3H6Cl3OP
Method: DFT, the ωB97M-V functional and the def2-TZVPD basis

The geometry in XYZ format:
```
14
Properties=species:S:1:pos:R:3:nbo_charge:R:1
C -0.58020 -0.79578 -0.09976 -0.70
C 0.48959 1.44936 0.35776 -0.45
C 0.39548 0.25173 -0.39035 -0.04
O 3.33256 -0.06552 1.78808 -1.06
P 3.12728 -0.24118 0.35248 1.41
Cl 2.07046 2.27554 -0.10489 -0.03
Cl 4.70516 0.75063 -0.65654 -0.33
Cl 3.64092 -2.13324 -0.10612 -0.29
H -0.32428 -1.80009 -0.34912 0.26
H -0.97068 -0.85997 0.85548 0.23
H -1.40048 -0.57250 -0.78360 0.24
H -0.18966 2.24505 -0.06123 0.27
H 0.62395 1.18902 1.35150 0.25
H 0.73225 0.31064 -1.48286 0.23
```

- HOMO-LUMO gap (alpha / beta): 7.8 / 6.7 eV
- ΔE to the lowest compared entry with this formula, charge and spin: 70.9 kcal per mole
- LUMO energy (alpha / beta): -1.294 / -2.194 eV
- HOMO level (alpha / beta): -9.09 / -8.88 eV

Which formula does entry 6 have?
C3H6Cl3OP

The lowest ΔE to the lowest compared entry with this formula, charge and spin belongs to which entry?
C3H6Cl2OP

Among the records above, which one has the lowest ΔE to the lowest compared entry with this formula, charge and spin?
C3H6Cl2OP

Look up the ΔE to the lowest compared entry with this formula, charge and spin of the fifth one.
20.1 kcal per mole